Here is a 10-piece molecular cluster, C53H62BIN13O4S overall from the Open Molecules 2025 dataset. Energies are from ωB97M-V with the def2-TZVPD basis set.

Last columns: bonded neighbours and bond lengths (Å).
Cartesian coordinates (Å):
1 C -0.17 3.78 1.41  C2 1.591, H29 1.124, H30 1.132, H31 1.128
2 C -0.44 3.65 -0.15  C1 1.591, B3 1.601, H32 1.124, H33 1.123
3 B 0.43 2.53 -0.89  C2 1.601, O4 1.407, C5 1.618
4 O 1.48 2.97 -1.72  B3 1.407, H34 0.977
5 C 0.05 0.97 -0.68  B3 1.618, C6 1.470, N28 1.404
6 C -0.45 0.40 0.58  C5 1.470, C7 1.500, H35 1.112
7 C -0.82 -1.05 0.71  C6 1.500, C8 1.545, C17 1.468
8 C -1.37 -1.51 2.07  C7 1.545, O9 1.195, O10 1.423
9 O -1.88 -2.57 2.32  C8 1.195
10 O -1.32 -0.56 3.13  C8 1.423, C11 1.419
11 C -0.06 -0.71 3.76  O10 1.419, C12 1.487, C16 1.464
12 C 0.20 -1.97 4.51  C11 1.487, C13 1.479, H36 1.114
13 C 1.54 -2.13 5.13  C12 1.479, C14 1.469, H37 1.112
14 C 2.48 -1.01 4.96  C13 1.469, N15 1.368, H38 1.125
15 N 2.27 0.16 4.27  C14 1.368, C16 1.365
16 C 1.03 0.26 3.70  C11 1.464, N15 1.365, H39 1.127
17 C -0.63 -1.89 -0.48  C7 1.468, I18 2.134, C19 1.485
18 I -1.06 -3.98 -0.45  C17 2.134
19 C -0.11 -1.24 -1.72  C17 1.485, C20 1.578, N28 1.384
20 C 0.12 -2.12 -3.01  C19 1.578, C21 1.608, H40 1.118, H41 1.123
21 C 1.49 -2.93 -2.77  C20 1.608, S22 1.857, H42 1.120, H43 1.122
22 S 2.57 -2.00 -1.57  C21 1.857, C23 1.809
23 C 3.96 -3.03 -1.04  S22 1.809, N24 1.350, O27 1.368
24 N 3.66 -3.99 -0.15  C23 1.350, N25 1.356
25 N 4.86 -4.59 0.08  N24 1.356, C26 1.353
26 C 5.84 -4.01 -0.64  N25 1.353, O27 1.440, H44 1.110
27 O 5.27 -2.94 -1.43  C23 1.368, C26 1.440
28 N 0.18 0.11 -1.78  C5 1.404, C19 1.384, H45 1.025
29 H -0.80 3.11 2.05  C1 1.124
30 H -0.46 4.84 1.70  C1 1.132
31 H 0.93 3.71 1.65  C1 1.128
32 H -1.52 3.42 -0.32  C2 1.124
33 H -0.18 4.64 -0.62  C2 1.123
34 H 2.12 2.25 -1.89  O4 0.977
35 H -0.56 1.05 1.48  C6 1.112
36 H -0.61 -2.73 4.56  C12 1.114
37 H 1.76 -3.07 5.68  C13 1.112
38 H 3.49 -1.14 5.42  C14 1.125
39 H 0.83 1.20 3.11  C16 1.127
40 H -0.75 -2.80 -3.20  C20 1.118
41 H 0.27 -1.45 -3.90  C20 1.123
42 H 2.05 -2.99 -3.73  C21 1.120
43 H 1.27 -3.93 -2.31  C21 1.122
44 H 6.89 -4.35 -0.63  C26 1.110
45 H 0.52 0.43 -2.69  N28 1.025
46 N 2.11 0.38 -6.40  C47 1.370, C50 1.372, H51 1.005
47 C 1.86 0.17 -7.73  N46 1.370, C48 1.371, H52 1.078
48 C 2.59 -0.93 -8.12  C47 1.371, C49 1.419, H53 1.079
49 C 3.30 -1.40 -6.98  C48 1.419, C50 1.371, H54 1.079
50 C 2.98 -0.57 -5.94  N46 1.372, C49 1.371, H55 1.080
51 H 1.71 1.13 -5.85  N46 1.005
52 H 1.20 0.81 -8.29  C47 1.078
53 H 2.61 -1.35 -9.12  C48 1.079
54 H 3.96 -2.24 -6.94  C49 1.079
55 H 3.29 -0.58 -4.91  C50 1.080
56 N -5.05 -0.98 -3.77  C57 1.367, C60 1.368, H61 1.007
57 C -4.22 -0.53 -2.78  N56 1.367, C58 1.373, H62 1.079
58 C -2.93 -0.77 -3.18  C57 1.373, C59 1.419, H63 1.078
59 C -2.99 -1.38 -4.46  C58 1.419, C60 1.370, H64 1.080
60 C -4.31 -1.49 -4.80  N56 1.368, C59 1.370, H65 1.079
61 H -6.06 -0.93 -3.75  N56 1.007
62 H -4.62 -0.08 -1.89  C57 1.079
63 H -2.04 -0.54 -2.62  C58 1.078
64 H -2.15 -1.71 -5.06  C59 1.080
65 H -4.79 -1.89 -5.68  C60 1.079
66 N 6.51 -4.19 -4.38  C67 1.371, C70 1.369, H71 1.005
67 C 6.25 -4.40 -5.71  N66 1.371, C68 1.370, H72 1.078
68 C 6.98 -5.49 -6.11  C67 1.370, C69 1.417, H73 1.079
69 C 7.70 -5.95 -4.99  C68 1.417, C70 1.370, H74 1.079
70 C 7.39 -5.14 -3.93  N66 1.369, C69 1.370, H75 1.078
71 H 6.11 -3.45 -3.81  N66 1.005
72 H 5.57 -3.76 -6.25  C67 1.078
73 H 7.00 -5.90 -7.11  C68 1.079
74 H 8.38 -6.80 -4.95  C69 1.079
75 H 7.72 -5.14 -2.91  C70 1.078
76 N 3.92 2.76 5.39  C77 1.368, C80 1.369, H81 1.008
77 C 3.08 3.37 6.29  N76 1.368, C78 1.372, H82 1.079
78 C 3.56 4.63 6.52  C77 1.372, C79 1.419, H83 1.079
79 C 4.72 4.80 5.74  C78 1.419, C80 1.372, H84 1.079
80 C 4.92 3.63 5.05  N76 1.369, C79 1.372, H85 1.078
81 H 3.82 1.83 5.04  N76 1.008
82 H 2.22 2.84 6.68  C77 1.079
83 H 3.11 5.36 7.19  C78 1.079
84 H 5.35 5.68 5.68  C79 1.079
85 H 5.69 3.35 4.34  C80 1.078
86 N -4.93 -2.72 2.18  C87 1.370, C90 1.368, H91 1.006
87 C -5.13 -1.42 2.58  N86 1.370, C88 1.371, H92 1.079
88 C -6.47 -1.15 2.45  C87 1.371, C89 1.418, H93 1.079
89 C -7.09 -2.33 1.96  C88 1.418, C90 1.372, H94 1.079
90 C -6.12 -3.28 1.81  N86 1.368, C89 1.372, H95 1.079
91 H -4.04 -3.19 2.17  N86 1.006
92 H -4.31 -0.81 2.91  C87 1.079
93 H -6.95 -0.21 2.67  C88 1.079
94 H -8.14 -2.46 1.75  C89 1.079
95 H -6.17 -4.30 1.47  C90 1.079
96 N -9.77 -2.73 -0.80  C97 1.369, C100 1.369, H101 1.005
97 C -10.83 -3.10 -1.58  N96 1.369, C98 1.371, H102 1.078
98 C -10.34 -3.83 -2.63  C97 1.371, C99 1.419, H103 1.079
99 C -8.93 -3.90 -2.48  C98 1.419, C100 1.372, H104 1.079
100 C -8.61 -3.22 -1.34  N96 1.369, C99 1.372, H105 1.079
101 H -9.83 -2.18 0.04  N96 1.005
102 H -11.83 -2.82 -1.32  C97 1.078
103 H -10.92 -4.26 -3.43  C98 1.079
104 H -8.23 -4.40 -3.13  C99 1.079
105 H -7.66 -3.03 -0.86  C100 1.079
106 N -3.04 -1.53 -8.33  C107 1.370, C110 1.370, H111 1.006
107 C -4.11 -1.93 -9.08  N106 1.370, C108 1.371, H112 1.078
108 C -3.63 -2.67 -10.13  C107 1.371, C109 1.419, H113 1.079
109 C -2.22 -2.72 -10.01  C108 1.419, C110 1.371, H114 1.079
110 C -1.88 -2.01 -8.88  N106 1.370, C109 1.371, H115 1.079
111 H -3.09 -0.96 -7.50  N106 1.006
112 H -5.12 -1.65 -8.81  C107 1.078
113 H -4.23 -3.12 -10.91  C108 1.079
114 H -1.53 -3.22 -10.66  C109 1.079
115 H -0.93 -1.81 -8.43  C110 1.079
116 N 1.21 7.20 5.24  C117 1.369, C120 1.368, H121 1.007
117 C 0.16 7.33 4.37  N116 1.369, C118 1.372, H122 1.078
118 C -0.74 8.21 4.91  C117 1.372, C119 1.418, H123 1.079
119 C -0.22 8.63 6.16  C118 1.418, C120 1.372, H124 1.079
120 C 0.98 7.99 6.34  N116 1.368, C119 1.372, H125 1.079
121 H 2.01 6.61 5.10  N116 1.007
122 H 0.15 6.79 3.43  C117 1.078
123 H -1.67 8.52 4.46  C118 1.079
124 H -0.67 9.32 6.86  C119 1.079
125 H 1.70 8.03 7.14  C120 1.079
126 N 5.15 4.58 10.86  C127 1.369, C130 1.369, H131 1.005
127 C 4.10 4.71 9.99  N126 1.369, C128 1.372, H132 1.078
128 C 3.20 5.59 10.54  C127 1.372, C129 1.419, H133 1.079
129 C 3.73 6.00 11.79  C128 1.419, C130 1.371, H134 1.079
130 C 4.93 5.37 11.96  N126 1.369, C129 1.371, H135 1.078
131 H 5.95 3.99 10.72  N126 1.005
132 H 4.09 4.17 9.06  C127 1.078
133 H 2.27 5.90 10.09  C128 1.079
134 H 3.27 6.69 12.49  C129 1.079
135 H 5.64 5.40 12.77  C130 1.078

Output
F_max: 4.04 eV/A
Frontier orbital gap: 0.14205 Ha
LUMO level: -5.38 eV
HOMO energy: -9.240 eV
Net charge: +1
E: -3789.894501 Ha